No. 1
{
  "formula": "C4H10N2",
  "method": "ωB97M-V/def2-TZVPD",
  "species": ["C", "C", "C", "N", "C", "N", "H", "H", "H", "H", "H", "H", "H", "H", "H", "H"],
  "coordinates": [[-1.39509, 0.18844, -1.49057], [-1.20270, 0.42312, -0.00532], [-0.44075, -0.60381, 0.76360], [0.88807, -0.86173, 0.23481], [1.93472, -0.25553, 0.88897], [3.03608, 0.12457, 0.33152], [-2.08568, -0.61808, -1.78902], [-1.82623, 1.11273, -1.91066], [-0.46967, 0.15461, -2.06174], [-2.16039, 0.65319, 0.47516], [-0.76651, 1.42608, 0.19497], [-0.35576, -0.19154, 1.78728], [-0.95681, -1.54557, 1.01769], [1.03216, -0.90896, -0.76521], [1.81179, -0.24561, 1.98013], [2.95676, 1.14809, 0.34839]],
  "forces_ev_per_a": [[-0.568, 1.161, -0.783], [-0.692, 1.260, -0.009], [-0.170, -0.949, 1.845], [0.974, 0.508, 1.074], [0.339, -0.746, -0.861], [-1.476, 0.387, -0.713], [0.505, 0.077, 0.394], [-0.207, -0.282, 0.161], [0.252, -0.566, 0.164], [-0.262, -0.818, -0.049], [0.545, -0.584, -0.588], [0.499, -0.071, -0.389], [-0.213, 0.174, -0.925], [-0.156, 0.095, 0.011], [-0.683, 0.485, 0.154], [1.314, -0.132, 0.515]],
  "nbo_charge": [-0.626, -0.421, -0.229, -0.600, 0.409, -0.903, 0.215, 0.218, 0.206, 0.218, 0.206, 0.205, 0.197, 0.401, 0.124, 0.379],
  "charge": 0,
  "orbital_gap_ha": 0.3248,
  "relative_energy_kj_mol": 219.7,
  "smiles": "[H]/N=C/NCCC"
}



No. 2
{
  "formula": "C4H10N2",
  "method": "ωB97M-V/def2-TZVPD",
  "species": ["C", "C", "N", "H", "H", "H", "H", "H", "C", "C", "N", "H", "H", "H", "H", "H"],
  "coordinates": [[1.50511, -0.15037, -1.24492], [2.16545, 0.69709, -0.37468], [3.18701, 1.61781, -0.62557], [1.60511, -0.20588, -2.38355], [0.80941, -0.91318, -0.88384], [1.86000, 0.53560, 0.71008], [3.09001, 2.25685, -1.40798], [4.01390, 1.67436, -0.03220], [-1.48073, -1.42759, 0.74262], [-3.33272, 0.07552, 0.82603], [-2.97974, -1.14751, 0.87976], [-0.94217, -0.46902, 0.61045], [-1.21405, -1.72876, 1.67742], [-1.51133, -2.14568, -0.13409], [-4.27397, 0.67794, 0.46442], [-2.50129, 0.65282, 1.17604]],
  "forces_ev_per_a": [[0.985, 1.073, -0.512], [-1.141, -2.366, -0.016], [-0.468, 0.194, -0.232], [0.286, 0.480, 1.780], [0.139, 0.674, 0.235], [0.745, 0.339, -1.290], [0.352, -0.472, 0.364], [-0.858, 0.078, -0.363], [-3.140, 1.754, -1.758], [0.587, 0.198, 0.056], [-1.064, -0.044, -2.018], [-0.104, -0.511, -0.648], [1.233, -2.018, 2.256], [0.888, 0.820, 1.371], [1.198, -2.088, 1.256], [0.360, 1.889, -0.479]],
  "nbo_charge": [-0.490, -0.002, -0.872, 0.196, 0.202, 0.177, 0.393, 0.397, -0.442, -0.079, -0.403, 0.177, 0.200, 0.230, 0.193, 0.123],
  "charge": 0,
  "orbital_gap_ha": 0.3468,
  "relative_energy_kj_mol": 362.7,
  "smiles": "C=CN.C=NC"
}



No. 3
{
  "formula": "C4H10N2",
  "method": "ωB97M-V/def2-TZVPD",
  "species": ["C", "C", "C", "C", "H", "H", "H", "H", "H", "H", "H", "H", "H", "H", "N", "N"],
  "coordinates": [[1.86622, 0.66914, 0.37968], [1.45690, -0.62311, -0.50707], [-1.48157, 0.84722, -0.39513], [-2.10000, -0.47241, 0.38093], [3.10865, 0.36356, 0.81588], [1.52773, 1.60723, -0.28828], [1.35541, 0.96814, 1.67169], [1.65821, -0.62413, -1.60344], [1.99444, -1.56542, -0.09332], [-0.32651, -0.82099, 0.53808], [-1.96571, 1.80407, -0.95899], [-2.39515, -1.35614, -0.50522], [-3.09417, 0.13145, 0.82312], [-1.41638, -0.63228, 1.21762], [0.12033, -0.77387, -0.46639], [-0.30842, 0.47755, -1.00915]],
  "forces_ev_per_a": [[2.284, 0.270, 2.235], [4.722, -1.013, 2.136], [2.625, -2.429, -4.050], [-4.824, 4.446, -1.924], [-3.524, 1.896, -1.883], [1.775, -1.824, 1.867], [0.889, -1.606, -4.248], [0.886, 0.858, 0.897], [-0.849, 1.461, -0.553], [2.512, -0.431, -2.919], [0.735, -2.518, 2.030], [1.263, 2.579, 3.209], [2.165, -2.510, -0.856], [-1.225, -0.663, 0.298], [-4.613, 1.065, 0.896], [-4.821, 0.420, 2.865]],
  "nbo_charge": [-0.679, -0.242, -0.028, -0.697, 0.217, 0.255, 0.203, 0.223, 0.186, 0.347, 0.227, 0.284, 0.231, 0.193, -0.475, -0.246],
  "charge": 0,
  "orbital_gap_ha": 0.3452,
  "relative_energy_kj_mol": 751.6
}



No. 4
{
  "formula": "C4H10N2",
  "method": "ωB97M-V/def2-TZVPD",
  "species": ["C", "C", "N", "H", "H", "H", "H", "H", "C", "C", "N", "H", "H", "H", "H", "H"],
  "coordinates": [[1.47076, -1.81334, -0.15340], [0.71102, -1.62511, 0.99922], [-0.30436, -2.41016, 1.25798], [1.02554, -2.29323, -1.01669], [2.37661, -1.24907, -0.32929], [0.86878, -0.86614, 1.75808], [-0.56146, -3.08244, 0.54251], [-1.04043, -2.04597, 1.85393], [-0.23512, 2.86327, -0.34233], [-1.01353, 0.79656, -1.06779], [-1.30687, 1.83402, -0.41689], [0.66055, 2.39412, 0.09005], [-0.08410, 3.31750, -1.31369], [-0.56485, 3.61219, 0.37547], [-1.95052, 0.28509, -1.30965], [-0.05202, 0.28273, -0.92751]],
  "forces_ev_per_a": [[0.173, 0.943, -0.511], [-0.147, -0.375, 0.582], [-0.595, 0.679, -0.879], [0.159, -0.480, 0.174], [0.053, -0.099, 0.178], [0.459, 0.133, -0.237], [-0.207, -0.239, 0.296], [0.061, -0.518, 0.393], [-0.483, -0.914, 2.058], [-1.952, -0.829, 2.282], [0.829, 2.090, -2.002], [0.313, 0.270, -0.448], [0.083, -0.112, -0.061], [0.104, 0.169, -0.179], [0.684, -1.013, -0.407], [0.467, 0.295, -1.238]],
  "lowdin_spin": [0.507, 0.142, 0.251, 0.018, 0.020, 0.002, 0.004, 0.006, 0.004, 0.014, 0.021, 0.000, 0.000, 0.000, 0.003, 0.007],
  "charge": 1,
  "multiplicity": 2,
  "orbital_gap_ha": [0.3032, 0.1713],
  "relative_energy_kj_mol": 323.0
}



No. 5
{
  "formula": "C4H10N2",
  "method": "ωB97M-V/def2-TZVPD",
  "species": ["C", "N", "H", "H", "H", "N", "C", "C", "C", "H", "H", "H", "H", "H", "H", "H"],
  "coordinates": [[0.44173, -0.81860, -2.66320], [1.48607, -0.76218, -1.96410], [0.23932, -0.00054, -3.34578], [-0.26875, -1.63386, -2.57385], [1.58535, -1.60544, -1.40635], [-1.52347, -0.93284, 0.66559], [-1.02608, 0.41957, 0.76792], [0.91817, 1.66607, 1.65165], [0.04056, 0.60929, 1.73166], [-2.35729, -0.95694, 0.08461], [-1.84568, -1.30844, 1.55236], [-1.87657, 1.06863, 1.09565], [-0.70863, 0.77422, -0.22170], [1.62615, 1.87838, 2.43632], [0.92475, 2.30144, 0.77143], [0.09968, -0.10355, 2.55138]],
  "forces_ev_per_a": [[-0.144, 0.144, 0.127], [0.455, 0.161, 0.200], [-0.202, 0.030, -0.129], [-0.211, -0.205, -0.345], [0.030, -0.118, 0.209], [-1.157, 1.172, 0.318], [0.907, -1.365, -0.541], [-0.445, -0.335, -0.237], [0.130, 0.428, 0.375], [0.215, -0.163, -0.461], [0.523, -0.368, 0.246], [-0.030, 0.245, -0.024], [-0.250, 0.198, -0.007], [0.166, -0.109, 0.041], [-0.072, 0.084, 0.140], [0.085, 0.199, 0.088]],
  "lowdin_spin": [0.001, 0.000, 0.000, 0.000, 0.000, 0.286, 0.103, 0.313, 0.142, 0.005, 0.011, 0.084, 0.023, 0.014, 0.011, 0.006],
  "charge": 1,
  "multiplicity": 2,
  "orbital_gap_ha": [0.3326, 0.1589],
  "relative_energy_kj_mol": 355.1
}



No. 6
{
  "formula": "C4H10N2",
  "method": "ωB97M-V/def2-TZVPD",
  "species": ["C", "C", "C", "N", "C", "N", "H", "H", "H", "H", "H", "H", "H", "H", "H", "H"],
  "coordinates": [[1.79249, -0.20145, -1.30550], [1.67392, 0.43933, 0.08197], [0.12567, 0.76858, 0.34583], [-0.93192, -0.18580, 0.15026], [-2.12246, -0.33818, 0.86125], [-2.81096, -1.40274, 0.80613], [1.36104, 0.24911, -2.24981], [2.79770, -0.49980, -1.57040], [1.21914, -1.19223, -1.41326], [2.27880, 1.36170, 0.07081], [2.01364, -0.21640, 0.94885], [-0.03275, 0.95661, 1.42783], [-0.14055, 1.74627, -0.14608], [-1.11187, -0.82837, -0.64195], [-2.36174, 0.47382, 1.55153], [-3.75014, -1.13046, 1.08253]],
  "forces_ev_per_a": [[-1.264, -2.389, -1.481], [-1.430, -0.891, -0.463], [0.403, 1.751, 1.693], [-1.971, -2.122, -0.780], [2.238, 2.079, 1.043], [-0.489, -0.213, -1.498], [0.546, 0.765, 1.463], [0.368, 0.197, 0.160], [0.788, 0.970, 0.831], [-0.717, -0.151, 0.403], [-0.270, 0.656, -1.398], [0.464, 0.420, -0.405], [0.098, -0.896, 0.024], [1.569, 0.258, -0.134], [0.059, 0.214, -0.145], [-0.392, -0.649, 0.686]],
  "lowdin_spin": [0.001, 0.026, 0.068, 0.457, 0.004, 0.370, 0.001, 0.000, 0.000, 0.000, 0.003, 0.008, 0.040, 0.005, 0.008, 0.008],
  "charge": 1,
  "multiplicity": 2,
  "orbital_gap_ha": [0.4310, 0.2675],
  "relative_energy_kj_mol": 258.1
}



No. 7
{
  "formula": "C4H10N2O",
  "method": "ωB97M-V/def2-TZVPD",
  "species": ["O", "C", "C", "C", "C", "N", "N", "H", "H", "H", "H", "H", "H", "H", "H", "H", "H"],
  "coordinates": [[-1.80911, 1.30369, 0.80983], [-1.61300, 0.06981, 0.35909], [-0.38263, -0.84022, 0.25665], [0.88591, -0.49170, -0.55684], [1.04017, 1.00596, -0.84389], [1.05254, 1.70541, 0.45829], [-0.65658, -2.23643, 0.40579], [-2.57055, -0.47988, 0.16872], [-0.37406, -0.12985, 1.18954], [0.88048, -1.14723, -1.44321], [1.79213, -0.83116, -0.02703], [0.26695, 1.31354, -1.55105], [1.97402, 1.27133, -1.36267], [0.03188, 2.00199, 0.64956], [1.64416, 2.52594, 0.44426], [-0.92527, -2.39899, 1.36155], [-1.23704, -2.64221, -0.31857]],
  "forces_ev_per_a": [[1.536, -1.166, -0.281], [-3.772, 0.433, -2.767], [0.010, 4.030, 1.947], [-0.061, -0.671, -0.304], [0.423, -0.161, 0.175], [-1.926, 0.694, -0.131], [1.281, 0.133, 0.581], [0.378, -0.146, 0.014], [2.376, -2.590, 0.642], [-0.128, 0.478, -0.398], [-0.336, 0.094, 0.252], [-0.399, 0.216, 0.311], [0.066, -0.559, 0.108], [1.618, -0.652, 0.031], [-0.111, 0.094, -0.235], [-0.550, -0.523, -0.290], [-0.408, 0.295, 0.344]],
  "lowdin_spin": [0.265, 0.463, 0.097, 0.035, 0.012, 0.007, 0.018, 0.050, 0.017, 0.010, 0.000, 0.010, 0.001, -0.001, 0.001, 0.000, 0.016],
  "charge": -1,
  "multiplicity": 2,
  "orbital_gap_ha": [0.1509, 0.2759],
  "relative_energy_kj_mol": 217.4
}



No. 8
{
  "formula": "C4H10N2O",
  "method": "ωB97M-V/def2-TZVPD",
  "species": ["C", "N", "C", "N", "O", "C", "C", "H", "H", "H", "H", "H", "H", "H", "H", "H", "H"],
  "coordinates": [[0.65223, 0.39212, 1.11123], [-0.78773, -0.23964, 1.02304], [-1.63682, 0.28546, 0.03778], [-2.79440, -0.35222, -0.08011], [-1.09171, 1.11374, -0.66215], [1.63568, -0.30732, 0.10020], [1.54872, 0.04606, -1.37025], [0.40264, 1.43329, 1.11642], [1.10559, 0.23325, 2.12768], [-0.70129, -1.31203, 1.04149], [-3.30443, -0.84762, 0.65000], [-3.54370, 0.28524, -0.38046], [1.67058, -1.41174, 0.20310], [2.51706, 0.22553, 0.42178], [0.92145, -0.69492, -1.90780], [2.47309, 0.19167, -1.87208], [0.93304, 0.95913, -1.55990]],
  "forces_ev_per_a": [[-1.978, -2.997, 0.104], [2.015, -2.164, 1.598], [5.212, -0.848, 1.406], [-4.610, 0.518, -0.844], [-2.382, 1.382, -1.022], [-0.264, 2.033, 0.413], [-3.049, 0.408, -0.855], [0.688, 0.705, -0.978], [-0.911, -0.372, -0.693], [-0.603, 2.301, 0.096], [1.514, -0.113, 0.434], [0.733, -0.275, -0.849], [0.134, 0.787, 0.580], [1.129, -0.762, 0.329], [0.635, 0.105, 0.069], [0.975, -0.265, -0.255], [0.760, -0.444, 0.468]],
  "nbo_charge": [-0.200, -0.685, 0.767, -0.829, -0.641, -0.423, -0.630, 0.226, 0.191, 0.373, 0.401, 0.392, 0.204, 0.206, 0.199, 0.205, 0.244],
  "charge": 0,
  "orbital_gap_ha": 0.3628,
  "relative_energy_kj_mol": 174.3,
  "smiles": "CCCNC(N)=O"
}



No. 9
{
  "formula": "C4H10N2O",
  "method": "ωB97M-V/def2-TZVPD",
  "species": ["C", "C", "N", "N", "C", "C", "O", "H", "H", "H", "H", "H", "H", "H", "H", "H", "H"],
  "coordinates": [[-0.53975, 0.47081, -0.13372], [1.94852, 1.47928, 0.51404], [-2.19627, -0.66107, 0.11966], [1.28252, 0.46434, -0.28679], [0.27840, -0.63131, 0.26041], [0.43466, -1.93409, 0.32393], [-2.90013, -0.00420, -1.02252], [-2.85406, -0.62936, -1.75700], [-3.04735, -0.92775, 0.62610], [1.83025, 0.13159, -1.07824], [-0.75700, 1.22278, 0.62230], [-0.81473, 0.61684, -1.17961], [2.74928, 1.06925, 1.13446], [1.22588, 1.95553, 1.18221], [2.39360, 2.29141, -0.06660], [-0.45010, -2.53184, 0.51148], [1.41627, -2.38221, 0.22989]],
  "forces_ev_per_a": [[-3.081, -1.924, 1.575], [0.242, -0.178, 0.912], [-0.638, 0.491, -1.841], [0.702, -1.110, 0.311], [2.595, 2.442, -2.008], [-0.087, 0.289, 0.396], [-0.117, -0.189, -0.343], [-0.014, -0.059, 0.241], [0.681, 0.620, 0.862], [-0.253, 0.121, 0.141], [0.298, 0.134, -0.496], [-0.220, -0.171, 0.613], [-0.002, -0.044, 0.058], [0.047, -0.163, -0.023], [-0.245, -0.307, -0.404], [0.133, 0.027, -0.191], [-0.043, 0.021, 0.194]],
  "nbo_charge": [-0.141, -0.409, -0.671, -0.598, 0.158, -0.389, -0.680, 0.441, 0.329, 0.392, 0.243, 0.253, 0.189, 0.201, 0.211, 0.258, 0.213],
  "charge": 0,
  "orbital_gap_ha": 0.2780,
  "relative_energy_kj_mol": 825.3
}



No. 10
{
  "formula": "C4H10N2O",
  "method": "ωB97M-V/def2-TZVPD",
  "species": ["C", "C", "C", "C", "N", "N", "O", "H", "H", "H", "H", "H", "H", "H", "H", "H", "H"],
  "coordinates": [[-0.91305, -0.10890, 1.39889], [-1.67446, -0.43554, -1.01949], [2.93060, 0.36604, -0.58749], [-0.58544, -0.69036, 0.07489], [0.58127, -0.20246, -0.58005], [1.78913, -0.06739, 0.23011], [1.82386, -0.11690, 1.45267], [-1.05446, 0.99817, 1.53670], [-1.51509, -0.77147, 1.99635], [0.07528, -0.21963, 2.04001], [-1.59786, -1.21364, -1.85313], [-1.60704, 0.54092, -1.58456], [-2.66621, -0.44780, -0.48582], [2.54223, 0.52044, -1.60953], [3.55730, -0.48200, -0.53837], [3.37448, 1.21844, -0.28746], [-0.50896, -1.80060, 0.23578]],
  "forces_ev_per_a": [[3.048, 0.951, 3.366], [-0.777, -0.458, -0.578], [-2.426, -2.414, -1.917], [-0.917, -0.252, -1.180], [6.213, 0.389, 2.265], [-6.317, 0.760, -2.683], [1.661, -0.491, -0.496], [-0.655, -1.124, -0.676], [-1.192, 0.249, -0.110], [-2.194, 0.206, -1.277], [-0.347, 0.815, 1.298], [0.277, -0.800, 1.097], [0.758, -0.256, -0.878], [0.213, -0.342, 0.575], [1.214, -0.676, -0.204], [1.352, 2.727, 1.671], [0.089, 0.715, -0.272]],
  "nbo_charge": [-0.686, -0.602, -0.437, -0.129, -0.298, 0.326, -0.403, 0.219, 0.222, 0.263, 0.214, 0.220, 0.210, 0.243, 0.220, 0.217, 0.201],
  "charge": 0,
  "orbital_gap_ha": 0.3393,
  "relative_energy_kj_mol": 537.1,
  "smiles": "CC(C)/N=[N+](/C)[O-]"
}